10
Properties=species:S:1:pos:R:3:forces:R:3 method="wB97M-V/def2-TZVPD" e_homo_ev=-15.958 homo_lumo_gap_ev=11.387 multiplicity=1 charge=+1
C 0.363 -0.227 2.933 0.386 0.257 -5.696
N 0.435 -0.166 1.766 -1.069 -0.331 4.823
O 0.448 -0.044 0.561 0.634 0.429 -1.944
O -1.725 -0.947 -1.067 0.904 0.122 -0.283
O 0.755 -0.909 -1.945 -1.520 -1.957 -0.562
O -0.488 1.237 -1.772 -0.001 0.571 0.986
P -0.491 -0.265 -1.386 -3.720 0.325 1.690
H 0.381 -0.306 3.959 0.023 -0.157 1.809
H 1.386 -0.265 -1.782 3.654 1.947 -0.019
H -1.063 1.892 -1.266 0.708 -1.206 -0.804

7
Properties=species:S:1:pos:R:3:forces:R:3 method="wB97M-V/def2-TZVPD" e_homo_ev=-9.489 homo_lumo_gap_ev=8.266 smiles="C[N+]([O-])=S" multiplicity=1 charge=0
C -0.180 -0.317 -0.494 -6.689 -1.453 0.897
N 0.336 0.493 0.552 1.684 2.352 0.157
O 1.053 1.476 0.153 -1.770 -2.190 1.138
S 0.060 0.017 2.064 0.129 0.467 0.443
H -0.738 -1.266 -0.162 1.673 1.199 0.207
H 0.572 -0.505 -1.098 3.283 -0.936 -3.260
H -1.104 0.103 -1.015 1.690 0.560 0.418

7
Properties=species:S:1:pos:R:3:forces:R:3 method="wB97M-V/def2-TZVPD" e_homo_ev="-9.135 / -9.136" homo_lumo_gap_ev="8.001 / 8.003" smiles="C[N+]([O-])=S" multiplicity=1 charge=0
C 0.662 0.304 -0.232 -2.705 1.767 3.191
N -0.607 -0.405 0.023 -2.752 -0.136 3.226
O -1.388 -0.672 -0.857 0.924 -0.016 -0.173
S -1.037 -0.556 1.744 0.703 -0.045 -2.624
H 1.044 -0.186 -1.035 1.852 -0.984 -2.272
H 1.069 0.159 0.808 0.715 0.760 -1.611
H 0.257 1.356 -0.451 1.262 -1.344 0.263

6
Properties=species:S:1:pos:R:3:forces:R:3 method="wB97M-V/def2-TZVPD" e_homo_ev=-11.237 homo_lumo_gap_ev=11.429 smiles=N#C[SiH3] multiplicity=1 charge=0
N -0.160 -1.013 2.293 1.778 3.038 -10.565
C 0.050 -0.643 1.079 -0.694 -2.655 10.181
Si 0.182 0.279 -0.574 -3.774 -0.987 0.648
H -0.626 1.493 -0.077 0.658 -0.695 -0.752
H 1.288 0.664 -1.397 1.032 -0.099 0.121
H -0.736 -0.780 -1.324 1.000 1.397 0.368

6
Properties=species:S:1:pos:R:3:forces:R:3 method="wB97M-V/def2-TZVPD" e_homo_ev="-19.454 / -19.323" homo_lumo_gap_ev="8.742 / 8.871" multiplicity=1 charge=+1
C 0.392 0.027 -0.003 4.437 0.495 1.031
O -1.905 0.332 -0.018 3.965 -1.649 0.018
O -0.849 -0.403 -0.029 -6.745 -1.189 0.578
H 1.123 -0.454 0.898 -2.370 1.094 -1.529
H 0.888 -0.601 -0.795 -0.240 0.758 -0.016
H 0.351 1.100 -0.054 0.953 0.490 -0.081

6
Properties=species:S:1:pos:R:3:forces:R:3 method="wB97M-V/def2-TZVPD" e_homo_ev=-18.094 homo_lumo_gap_ev=11.532 multiplicity=1 charge=+1
C 0.421 1.133 0.424 0.524 0.460 0.184
O -0.204 -0.943 -0.497 2.123 2.920 -1.542
O 0.065 2.161 0.121 0.729 -2.838 0.656
H -0.273 -1.444 0.258 -1.052 -2.523 2.300
H -0.915 -1.022 -1.097 -1.459 -0.648 -0.847
H 0.906 0.115 0.791 -0.864 2.629 -0.751

7
Properties=species:S:1:pos:R:3:forces:R:3 method="wB97M-V/def2-TZVPD" e_homo_ev="-7.494 / -10.305" homo_lumo_gap_ev="8.261 / 7.645" multiplicity=3 s_squared=2.0103 charge=0
C 1.580 0.144 -0.156 -0.967 -1.254 0.367
O -1.962 -1.120 -0.314 0.987 -3.959 -4.642
O 1.354 0.310 1.010 -0.356 0.174 -0.219
P -2.175 -0.304 0.839 -0.921 4.394 3.786
H -2.240 1.012 0.099 -0.047 -0.424 0.863
H 0.925 -0.360 -0.893 -0.724 0.202 0.418
H 2.518 0.318 -0.585 2.027 0.867 -0.573

7
Properties=species:S:1:pos:R:3:forces:R:3 method="wB97M-V/def2-TZVPD" e_homo_ev="-3.681 / -2.538" homo_lumo_gap_ev="7.559 / 6.139" multiplicity=1 charge=-1
C -0.566 -0.223 -0.964 3.608 -0.258 -0.066
O 1.406 -1.006 0.392 0.397 1.354 -0.020
O 1.387 1.472 -0.127 0.516 1.068 -0.227
S 0.688 0.245 0.086 -2.350 -3.806 0.728
H -1.382 0.345 -0.905 -2.986 2.932 -0.042
H -0.851 -1.214 -0.770 0.176 -1.431 0.396
H -0.682 0.382 2.288 0.639 0.142 -0.770

7
Properties=species:S:1:pos:R:3:forces:R:3 method="wB97M-V/def2-TZVPD" e_homo_ev=-3.521 homo_lumo_gap_ev=7.645 smiles="C=[S@@H](=O)[O-]" multiplicity=1 charge=-1
C -0.130 -0.089 -0.917 -0.494 0.975 1.960
S 1.298 0.096 0.038 0.596 -4.518 0.723
O 2.036 -1.286 -0.182 -1.683 4.302 1.326
O 2.108 1.303 -0.047 -0.460 -0.224 -0.170
H -0.883 0.672 -0.455 1.071 -1.009 -0.819
H -0.386 -1.099 -0.489 -0.145 0.729 -0.701
H 0.803 0.141 1.586 1.116 -0.255 -2.319

8
Properties=species:S:1:pos:R:3:forces:R:3 method="wB97M-V/def2-TZVPD" e_homo_ev=-3.918 homo_lumo_gap_ev=7.763 smiles="CS(=O)(=O)[S-]" multiplicity=1 charge=-1
C 0.531 0.262 0.804 -0.067 0.187 -2.627
S -0.416 -0.181 -0.719 -2.632 3.847 1.512
O 0.572 -0.451 -1.730 0.631 -0.143 -0.877
O -1.313 1.037 -0.916 1.819 -2.063 -0.309
S -1.442 -1.692 -0.133 -0.846 -1.472 0.006
H 0.143 1.182 1.229 -0.501 -0.607 0.599
H 0.536 -0.725 1.246 0.560 0.501 0.955
H 1.389 0.569 0.218 1.036 -0.251 0.742

8
Properties=species:S:1:pos:R:3:forces:R:3 method="wB97M-V/def2-TZVPD" e_homo_ev="-2.341 / -2.340" homo_lumo_gap_ev="3.758 / 3.756" multiplicity=1 charge=-1
C -1.333 0.325 -0.074 -1.053 3.801 1.134
O 2.389 -1.038 1.110 -0.902 0.785 -0.358
O 2.904 -0.447 -1.166 -1.675 0.756 1.059
S -3.139 0.334 -0.227 -0.007 -0.171 -0.780
S 1.979 -0.248 -0.038 2.493 -1.501 -0.688
H -0.695 -0.380 -0.483 1.132 -1.380 -2.284
H -1.217 0.045 0.911 0.427 -0.505 2.696
H -0.886 1.408 -0.033 -0.414 -1.785 -0.779

9
Properties=species:S:1:pos:R:3:forces:R:3 method="wB97M-V/def2-TZVPD" e_homo_ev="-4.465 / -3.517" homo_lumo_gap_ev="7.554 / 5.004" multiplicity=1 charge=-1
C 0.304 1.589 0.715 -0.673 -1.299 1.267
O 0.645 -1.207 -2.102 -1.489 -0.582 1.363
O -1.732 -1.176 -1.177 -0.053 0.591 -0.593
S -0.275 -3.380 -0.219 0.474 -0.082 -0.296
S 0.523 0.297 2.008 -0.025 -0.129 -0.570
S -0.334 -1.564 -1.014 1.086 0.150 -0.128
H 0.718 1.137 -0.221 -0.894 0.977 0.536
H 0.897 2.368 1.139 0.843 0.819 -0.261
H -0.746 1.936 0.870 0.731 -0.447 -1.319